1.
{
  "formula": "C26H41FI2N4O13P3S",
  "method": "ωB97M-V with the def2-TZVPD basis set",
  "homo_energy_ha": -0.421,
  "total_energy_ha": -4329.4853,
  "e_lumo_ev": -3.3,
  "total_charge": 1,
  "fmax_ha_per_bohr": 0.0577,
  "elements": ["C", "C", "O", "N", "C", "C", "P", "S", "C", "P", "O", "N", "C", "I", "C", "C", "I", "C", "C", "C", "N", "P", "O", "O", "O", "C", "F", "C", "O", "O", "C", "C", "C", "C", "O", "O", "C", "N", "H", "H", "H", "H", "H", "H", "H", "H", "H", "H", "H", "H", "H", "H", "H", "H", "H", "H", "H", "H", "H", "H", "H", "H", "H", "H", "H", "H", "H", "O", "C", "O", "C", "C", "C", "H", "H", "H", "H", "H", "H", "O", "C", "O", "C", "C", "C", "H", "H", "H", "H", "H", "H"],
  "xyz": [[-1.7775, 0.6877, 3.0060], [-0.5810, 1.5826, 2.7651], [-0.0805, 2.0528, 3.7642], [0.0788, 1.8320, 1.5310], [0.4727, 3.2358, 1.4334], [-0.1289, 1.0105, 0.3367], [-2.0347, 1.2605, -0.1121], [-2.8831, 2.7684, 0.7611], [0.1021, -0.4736, 0.8303], [1.3213, -0.8302, 2.2347], [0.9298, -2.1652, 2.7537], [0.2350, -1.5901, -0.2269], [-1.0575, -2.1915, -0.7220], [-2.3041, -1.4679, -2.2548], [-1.4660, -3.3110, -0.0993], [-0.7338, -3.9973, 1.0224], [-3.2196, -4.3325, -0.5935], [1.4736, -1.3741, -1.1651], [2.5098, -2.4058, -0.6041], [3.9392, -2.4681, -1.0861], [4.3642, -3.6009, -1.4451], [1.3325, -2.0650, -2.9235], [2.6844, -2.2342, -3.4574], [0.6199, -3.4862, -2.7597], [0.4175, -1.1847, -3.8221], [1.9341, 0.1422, -1.1287], [2.4239, 0.3086, -2.4190], [3.1339, 0.5045, -0.2478], [2.6996, 1.2546, 0.8787], [3.8635, 1.6521, 1.5869], [0.7286, 1.2093, -1.0156], [1.3672, 2.5247, -1.4446], [0.6048, 3.8743, -1.5223], [-0.8696, 3.9579, -1.7016], [0.1782, 4.3193, -2.7317], [-0.1061, 0.6471, -2.0520], [-0.3717, 1.2678, -3.1549], [-0.5524, 1.8048, -4.1562], [-1.5167, 0.0015, 3.8115], [-2.1794, 0.1061, 2.1878], [-2.5634, 1.3386, 3.3789], [0.5182, 3.6736, 2.4227], [-0.2674, 3.7973, 0.8746], [1.4570, 3.3450, 1.0035], [-2.2357, 1.3497, -1.4838], [-2.6169, 0.0365, 0.2568], [-0.8289, -0.7698, 1.3046], [2.6298, -0.8517, 1.7736], [1.2916, 0.1815, 3.1908], [0.5683, -2.3607, 0.3717], [-0.4290, -3.2995, 1.7980], [0.1195, -4.5637, 0.6403], [-1.3745, -4.7192, 1.5160], [2.1235, -3.4020, -0.8257], [2.5164, -2.3750, 0.4889], [4.5875, -1.5961, -1.1115], [5.3426, -3.5508, -1.7234], [1.3251, -4.1499, -2.8476], [0.0336, -1.7239, -4.5664], [3.7081, -0.3322, 0.1336], [3.8183, 1.1183, -0.8333], [4.1338, 2.4739, 1.1445], [1.8367, 2.4695, -2.4259], [2.1862, 2.7886, -0.7858], [1.0178, 4.6505, -0.8865], [-1.4960, 3.4018, -2.3844], [-1.2908, 4.8871, -1.3407], [-0.5482, -2.5932, -5.8426], [-1.6295, -3.0066, -6.1910], [-2.4069, -2.3218, -7.0256], [-3.6763, -2.9925, -7.1988], [-3.4039, -4.4441, -6.8239], [-2.3087, -4.2910, -5.7674], [-4.4024, -2.5170, -6.5375], [-3.9996, -2.8606, -8.2267], [-4.2907, -4.9703, -6.4800], [-3.0072, -4.9799, -7.6860], [-2.7124, -4.1482, -4.7620], [-1.5983, -5.1131, -5.7590], [-2.6271, 4.8671, 8.9460], [-1.7762, 4.2250, 8.4119], [-2.0204, 3.0005, 7.8716], [-0.8022, 2.4151, 7.3904], [0.1400, 3.5868, 7.1598], [-0.3062, 4.5733, 8.2365], [-0.4283, 1.7218, 8.1477], [-1.0112, 1.8611, 6.4780], [1.1904, 3.3078, 7.2155], [-0.0429, 4.0140, 6.1727], [0.2028, 4.4080, 9.1872], [-0.1980, 5.6130, 7.9424]]
}

---

2.
{
  "formula": "C6H6FN",
  "method": "ωB97M-V with the def2-TZVPD basis set",
  "homo_energy_ha": -0.303,
  "total_energy_ha": -386.7851,
  "e_lumo_ev": 1.0,
  "total_charge": 0,
  "fmax_ha_per_bohr": 0.0988,
  "e_above_lowest_ev": 1.959,
  "smiles": "Nc1ccc(F)cc1",
  "elements": ["N", "C", "C", "C", "C", "F", "C", "C", "H", "H", "H", "H", "H", "H"],
  "xyz": [[-1.1007, 1.7714, -1.2720], [-0.5393, 0.6850, -0.5753], [0.8870, 0.7017, -0.2359], [1.5830, -0.2788, 0.4317], [0.9371, -1.2745, 1.1286], [1.4846, -2.1530, 1.8374], [-0.3555, -1.4764, 0.8045], [-0.9946, -0.5696, -0.1787], [-2.0220, 1.7303, -1.0997], [-0.8430, 2.7714, -1.0869], [1.2432, 1.4416, -0.9184], [2.5802, -0.0503, 0.5738], [-0.8948, -2.3775, 1.1702], [-1.9650, -0.9211, -0.5793]]
}

---

3.
{
  "formula": "C24H41N6O2PPtSSe2",
  "method": "ωB97M-V with the def2-TZVPD basis set",
  "homo_energy_ha": [-0.474, -0.474],
  "total_energy_ha": -7079.2918,
  "e_lumo_ev": [-9.0, -9.0],
  "total_charge": 2,
  "fmax_ha_per_bohr": 0.0621,
  "e_above_lowest_ev": 1.598,
  "elements": ["Pt", "N", "C", "S", "N", "N", "C", "C", "C", "C", "C", "C", "C", "O", "H", "H", "H", "H", "H", "H", "H", "C", "Se", "C", "C", "Se", "C", "H", "H", "H", "H", "H", "H", "H", "H", "H", "H", "O", "P", "N", "C", "C", "C", "C", "N", "C", "C", "C", "C", "N", "C", "C", "C", "C", "H", "H", "H", "H", "H", "H", "H", "H", "H", "H", "H", "H", "H", "H", "H", "H", "H", "H", "H", "H", "H", "H", "H", "H"],
  "xyz": [[0.7437, 2.3432, 0.3631], [4.3643, 3.8115, -1.8416], [3.4531, 3.3019, -1.0159], [1.9364, 4.1376, -0.8826], [3.7455, 2.2062, -0.3689], [2.9337, 1.6672, 0.5079], [3.3166, 0.5862, 1.1294], [2.6665, -0.0243, 2.2253], [3.1957, -1.2181, 2.7539], [2.6582, -1.8122, 3.8650], [1.5585, -1.2199, 4.5104], [1.0172, -0.0594, 4.0445], [1.5250, 0.5833, 2.8753], [0.9795, 1.6534, 2.4750], [4.1752, 4.6428, -2.3763], [5.2906, 3.4142, -1.8624], [4.2685, 0.1475, 0.8228], [4.0541, -1.6588, 2.2700], [3.0884, -2.7158, 4.2631], [1.1455, -1.6834, 5.3907], [0.1941, 0.4255, 4.5470], [-1.5015, 4.1561, -2.2445], [-1.3072, 2.4582, -1.3014], [-2.6498, 2.6772, 0.1309], [-2.4524, 3.8702, 1.0465], [-0.8007, 3.7399, 2.1436], [-0.3512, 5.6273, 2.2135], [-2.5353, 4.2768, -2.5630], [-0.8640, 4.0895, -3.1239], [-1.1824, 5.0033, -1.6437], [-2.6147, 1.7377, 0.6904], [-3.6285, 2.7535, -0.3543], [-3.2895, 3.9119, 1.7504], [-2.4220, 4.8110, 0.4955], [-0.1192, 5.9974, 1.2191], [0.5220, 5.7210, 2.8551], [-1.1812, 6.1790, 2.6482], [0.0271, 0.1144, -0.3611], [-0.5449, -1.2242, -0.6828], [0.6911, -2.3251, -0.8310], [2.0958, -1.9647, -0.9349], [2.8256, -3.2918, -0.7739], [1.8742, -4.2703, -1.4614], [0.4958, -3.7501, -1.0529], [-1.6522, -1.6565, 0.4752], [-2.6337, -2.7312, 0.3727], [-2.5406, -3.4747, 1.7010], [-2.2167, -2.3418, 2.6732], [-1.2385, -1.4877, 1.8714], [-1.3782, -1.3320, -2.1272], [-2.7514, -0.8798, -2.3220], [-2.8666, -0.6650, -3.8302], [-1.4688, -0.1695, -4.1913], [-0.5952, -1.0875, -3.3422], [2.3496, -1.2253, -0.1748], [2.3064, -1.5279, -1.9193], [2.9301, -3.5413, 0.2819], [3.8108, -3.2722, -1.2303], [2.0300, -5.3013, -1.1530], [1.9921, -4.2074, -2.5436], [0.1607, -4.2260, -0.1262], [-0.2587, -3.9222, -1.8218], [-2.4339, -3.3592, -0.4919], [-3.6295, -2.2862, 0.2701], [-1.7244, -4.1972, 1.6796], [-3.4626, -3.9947, 1.9423], [-1.7822, -2.6920, 3.6049], [-3.1192, -1.7762, 2.9035], [-0.2100, -1.8409, 2.0110], [-1.2681, -0.4322, 2.1515], [-2.9199, 0.0648, -1.7849], [-3.4597, -1.6242, -1.9555], [-3.6625, 0.0331, -4.0814], [-3.0637, -1.6158, -4.3276], [-1.3459, 0.8688, -3.8666], [-1.2405, -0.2398, -5.2523], [0.3750, -0.6472, -3.0994], [-0.4293, -2.0383, -3.8567]]
}

---

4.
{
  "formula": "C37H71BFN2O13",
  "method": "ωB97M-V with the def2-TZVPD basis set",
  "homo_energy_ha": -0.429,
  "total_energy_ha": -2664.2036,
  "e_lumo_ev": -4.7,
  "total_charge": 1,
  "fmax_ha_per_bohr": 0.1751,
  "elements": ["C", "C", "C", "C", "C", "C", "C", "C", "C", "C", "N", "C", "C", "O", "B", "O", "O", "N", "C", "C", "O", "C", "C", "O", "C", "C", "C", "C", "F", "C", "H", "H", "H", "H", "H", "H", "H", "H", "H", "H", "H", "H", "H", "H", "H", "H", "H", "H", "H", "H", "H", "H", "H", "H", "H", "H", "H", "H", "H", "H", "H", "H", "H", "H", "H", "H", "H", "H", "H", "O", "C", "O", "C", "C", "C", "H", "H", "H", "H", "H", "H", "H", "H", "O", "C", "O", "C", "C", "C", "H", "H", "H", "H", "H", "H", "H", "H", "O", "C", "O", "C", "C", "C", "H", "H", "H", "H", "H", "H", "H", "H", "O", "C", "O", "C", "C", "C", "H", "H", "H", "H", "H", "H", "H", "H"],
  "xyz": [[2.1101, -3.3331, 1.4429], [1.2634, -1.9983, 1.8769], [-0.3302, -2.0290, 1.3696], [-0.6800, -0.4518, 0.9824], [-2.2038, 0.0085, 1.3715], [-3.1010, 0.5821, 0.1265], [-2.3388, 1.6531, -0.8516], [-2.8369, 3.2148, -0.6866], [-2.1738, 4.0152, 0.5812], [-0.8010, 4.8752, 0.1851], [0.3192, 4.2692, 1.0004], [0.8999, 4.6183, 2.1943], [2.0459, 3.5033, 2.5649], [1.3196, 2.4097, 3.2271], [0.3139, 2.8991, 4.1896], [0.5692, 3.7122, 5.3957], [-1.1268, 2.5541, 3.9272], [3.4074, 3.9332, 3.0513], [4.3854, 2.7962, 3.1983], [4.2936, 1.5246, 4.2235], [5.4741, 2.8300, 2.3799], [3.3601, 4.8517, 4.2465], [3.6732, 4.4652, 5.8077], [3.0710, 6.1604, 4.0019], [2.3951, 2.8393, 1.0973], [3.3880, 3.6258, 0.0574], [4.2890, 2.4358, -0.6973], [5.7604, 2.9626, -1.2034], [6.7356, 1.8267, -1.3508], [0.9278, 3.0258, 0.3912], [2.2694, -3.9799, 2.4056], [1.6812, -3.9126, 0.5212], [3.1924, -2.9509, 1.1210], [1.3423, -1.7350, 3.0315], [1.7784, -1.0820, 1.3119], [-0.9429, -2.3904, 2.3009], [-0.3701, -2.7524, 0.4479], [-0.4309, -0.3371, -0.1674], [0.0485, 0.1978, 1.6696], [-2.1524, 0.7224, 2.3125], [-2.7600, -0.9761, 1.7543], [-4.0209, 1.1603, 0.6188], [-3.5532, -0.2642, -0.5436], [-2.6243, 1.3416, -1.9684], [-1.1702, 1.6317, -0.8055], [-2.6678, 3.7927, -1.7165], [-4.0181, 3.1887, -0.5165], [-2.9449, 4.8372, 0.9746], [-1.9838, 3.3044, 1.5140], [-0.5633, 4.6260, -0.9579], [-0.9305, 6.0327, 0.2976], [0.5794, 5.5737, 2.8341], [0.1041, 4.5991, 5.3615], [-1.6983, 3.3393, 4.2222], [4.9293, 1.6926, 5.2187], [4.7721, 0.5746, 3.6920], [3.2168, 1.2367, 4.5778], [3.2210, 5.2468, 6.5790], [3.1543, 3.4318, 6.0622], [4.8370, 4.3097, 6.0233], [2.5959, 1.6676, 1.1752], [4.1226, 4.3925, 0.5500], [2.6927, 4.1475, -0.7593], [4.5055, 1.5834, 0.1097], [3.6554, 1.8939, -1.5515], [5.6389, 3.4860, -2.2466], [6.1683, 3.7106, -0.3958], [0.2185, 2.1818, 0.7832], [0.8798, 2.8924, -0.7813], [1.0383, 1.9053, -3.7988], [0.9548, 0.6793, -3.8617], [1.1219, -0.0774, -2.7552], [0.8443, -1.4869, -2.6814], [2.0417, -2.2994, -3.1334], [0.7596, -0.0040, -5.1822], [-0.0670, -1.7407, -3.2307], [0.6400, -1.7065, -1.6275], [2.2868, -2.1054, -4.1807], [1.8496, -3.3695, -3.0146], [2.9297, -2.0341, -2.5465], [1.7331, -0.1610, -5.6556], [0.1505, 0.6431, -5.8236], [0.2244, -0.9498, -5.1118], [-0.5289, -5.2851, -2.7860], [-1.6048, -5.0285, -3.3249], [-1.8896, -3.7693, -3.7231], [-3.0183, -3.4072, -4.5379], [-4.2475, -3.1651, -3.6843], [-2.6579, -6.0867, -3.4655], [-3.1926, -4.1466, -5.3250], [-2.7460, -2.4751, -5.0456], [-4.5514, -4.0699, -3.1516], [-5.0856, -2.8275, -4.3005], [-4.0421, -2.4035, -2.9220], [-3.2564, -6.1253, -2.5507], [-2.1636, -7.0542, -3.6103], [-3.3076, -5.9472, -4.3283], [-3.8685, -6.3582, -6.3465], [-3.4601, -6.0561, -7.4672], [-2.6061, -6.8679, -8.1279], [-2.2350, -6.7107, -9.5088], [-1.0671, -5.7546, -9.6506], [-3.8272, -4.7386, -8.0821], [-3.0940, -6.4179, -10.1193], [-1.9303, -7.7025, -9.8613], [-1.3248, -4.7511, -9.3024], [-0.7467, -5.6880, -10.6942], [-0.2184, -6.0918, -9.0429], [-3.1224, -3.9731, -7.7448], [-4.8358, -4.4672, -7.7499], [-3.8622, -4.7570, -9.1704], [-1.4734, -0.3893, 10.8975], [-1.4133, 0.3468, 9.9133], [-1.5529, -0.1594, 8.6686], [-1.7029, 0.6337, 7.4778], [-0.3513, 1.0254, 6.9139], [-1.0906, 1.8028, 10.0698], [-2.3501, 1.4974, 7.6556], [-2.2248, 0.0021, 6.7502], [0.2092, 1.6521, 7.6123], [-0.4685, 1.5726, 5.9742], [0.2605, 0.1341, 6.7280], [-0.0047, 1.9326, 10.0899], [-1.5101, 2.1533, 11.0197], [-1.5255, 2.4341, 9.2962]]
}